{
  "formula": "C24H60ClN4O8",
  "method": "wB97M-V/def2-TZVPD",
  "species": ["H", "H", "C", "H", "H", "C", "H", "H", "C", "O", "H", "H", "C", "H", "C", "O", "H", "Cl", "O", "H", "H", "H", "H", "C", "H", "N", "H", "H", "H", "H", "H", "H", "C", "C", "C", "C", "N", "H", "H", "C", "H", "C", "C", "H", "H", "H", "C", "C", "C", "H", "N", "H", "O", "H", "H", "C", "C", "H", "H", "H", "O", "C", "H", "C", "H", "O", "H", "C", "H", "H", "H", "H", "H", "H", "H", "N", "H", "O", "H", "H", "H", "H", "H", "O", "H", "H", "C", "H", "H", "H", "C", "H", "H", "H", "H", "H", "C"],
  "xyz": [[-25.473, -22.062, 18.666], [-24.549, -19.439, 24.795], [-25.809, -19.785, 23.117], [-23.329, -14.914, 16.468], [-25.232, -16.357, 15.612], [-17.055, -13.542, 20.735], [-26.194, -20.583, 17.730], [-18.973, -11.345, 19.283], [-22.046, -13.588, 14.345], [-21.611, -13.243, 19.411], [-26.729, -20.662, 20.700], [-19.182, -13.169, 19.157], [-24.232, -16.370, 15.147], [-16.204, -15.930, 20.014], [-19.502, -12.246, 19.638], [-25.175, -20.195, 19.490], [-23.762, -12.856, 23.951], [-23.346, -16.787, 19.525], [-18.477, -15.604, 23.205], [-24.418, -15.661, 22.000], [-19.632, -12.725, 23.820], [-17.513, -17.242, 23.828], [-24.304, -14.291, 15.148], [-21.577, -12.673, 23.800], [-25.431, -21.045, 24.803], [-23.508, -17.481, 15.785], [-24.950, -14.502, 23.329], [-25.781, -17.797, 20.391], [-17.026, -15.104, 18.703], [-27.155, -18.352, 21.376], [-21.439, -11.362, 20.123], [-23.528, -19.468, 16.076], [-23.985, -18.779, 15.370], [-17.188, -15.544, 19.694], [-26.363, -19.795, 20.127], [-18.767, -15.181, 24.524], [-25.212, -18.912, 22.118], [-23.510, -12.349, 19.172], [-22.269, -19.308, 11.635], [-26.132, -18.603, 21.039], [-22.783, -14.325, 24.409], [-20.965, -11.979, 19.352], [-23.634, -19.166, 13.922], [-22.412, -22.521, 24.081], [-22.343, -20.931, 12.424], [-25.150, -18.055, 22.663], [-22.951, -13.268, 18.955], [-17.305, -16.399, 23.157], [-21.966, -19.910, 12.505], [-24.879, -14.035, 21.606], [-19.287, -12.392, 21.107], [-19.660, -11.475, 21.355], [-22.329, -14.924, 14.672], [-22.936, -13.400, 17.868], [-22.778, -21.451, 25.373], [-24.883, -20.306, 24.212], [-17.870, -12.401, 21.410], [-24.167, -18.429, 13.307], [-20.879, -19.881, 12.381], [-21.640, -12.117, 22.857], [-17.791, -14.741, 20.668], [-20.141, -14.506, 24.654], [-24.520, -21.070, 17.761], [-23.214, -21.896, 24.471], [-16.282, -13.677, 21.506], [-23.075, -14.139, 22.465], [-20.277, -14.112, 25.671], [-24.403, -14.641, 22.392], [-16.528, -15.742, 23.576], [-20.812, -15.349, 24.478], [-26.380, -20.645, 22.754], [-22.835, -13.170, 13.706], [-16.926, -16.793, 22.219], [-21.240, -13.621, 13.599], [-16.584, -13.085, 19.864], [-20.342, -13.439, 23.696], [-21.024, -11.630, 18.314], [-22.252, -19.257, 13.713], [-27.170, -19.567, 19.418], [-26.606, -19.203, 23.622], [-25.086, -18.839, 15.444], [-17.344, -11.501, 21.039], [-24.461, -16.561, 14.099], [-23.783, -20.954, 23.596], [-21.690, -11.990, 24.651], [-23.646, -17.383, 16.791], [-25.421, -21.002, 18.377], [-23.404, -14.120, 19.459], [-17.797, -16.440, 19.550], [-17.993, -14.460, 24.817], [-23.539, -15.037, 15.401], [-23.976, -22.599, 24.826], [-17.758, -12.345, 22.495], [-24.226, -20.070, 13.726], [-18.822, -16.039, 25.200], [-21.681, -13.006, 15.193], [-22.890, -13.471, 23.731]],
  "homo_lumo_gap_ev": 6.6,
  "max_force_ev_per_a": 3.3,
  "total_charge": -1,
  "mol_weight_g_mol": 568.22,
  "lumo_ev": 2.7,
  "de_lowest_kcal_mol": 90.61
}

***

{
  "formula": "C21H32N4O3S",
  "method": "wB97M-V/def2-TZVPD",
  "species": ["H", "H", "O", "N", "S", "H", "C", "H", "O", "C", "H", "H", "C", "H", "C", "N", "C", "C", "C", "C", "H", "C", "C", "N", "H", "N", "C", "C", "H", "C", "H", "C", "H", "H", "C", "C", "H", "C", "C", "H", "H", "H", "H", "H", "H", "H", "H", "C", "H", "H", "C", "H", "H", "C", "O", "H", "H", "H", "H", "H", "H"],
  "xyz": [[3.104, -1.823, -0.109], [1.763, 3.239, -0.970], [1.930, 1.112, 3.479], [2.249, -2.558, -0.184], [-0.476, -3.453, -0.610], [0.332, -7.940, -0.209], [-0.558, 4.697, -1.272], [0.521, 1.825, -0.935], [3.134, -4.182, -1.198], [0.804, 4.328, 1.276], [-2.841, 6.487, -3.709], [-0.171, -6.514, -3.842], [0.400, 3.367, 3.655], [-1.746, 2.881, -0.485], [1.234, 2.637, -0.267], [0.069, 3.229, 0.764], [-1.281, -1.367, 0.825], [1.336, -0.782, 1.419], [-0.057, 4.573, 2.705], [2.174, -3.817, -0.612], [0.937, 5.388, 1.032], [-0.344, -2.238, 0.268], [0.030, -6.788, -0.072], [-0.148, 2.014, 3.135], [1.728, 4.168, 1.757], [0.887, -5.934, -0.695], [-1.945, 6.050, -3.169], [1.255, -1.832, 0.523], [-2.745, 5.699, -1.329], [0.954, -6.010, -2.345], [-1.772, 4.369, 0.664], [0.455, 0.137, 1.902], [-1.757, -7.701, -0.494], [-0.782, 2.190, 2.310], [-1.053, -0.393, 1.758], [-1.277, -6.842, -0.982], [0.378, 5.495, 3.203], [-1.017, 3.695, -0.068], [-0.223, -6.210, -2.752], [-2.925, 4.338, -2.138], [-1.211, 6.973, -2.894], [2.508, -0.386, 1.805], [1.875, 2.198, 0.522], [-0.845, -5.213, -2.838], [-1.007, 4.842, 2.528], [-2.213, -1.545, 0.686], [-0.252, 5.475, -1.063], [0.913, -4.474, -0.422], [-0.180, -6.515, 1.060], [-0.293, 3.518, 4.554], [0.897, 1.144, 3.057], [0.865, -4.492, 0.950], [1.269, 3.184, 3.909], [-2.055, 5.173, -1.972], [-1.134, -7.127, -2.254], [1.822, -5.237, -2.719], [1.356, -7.062, -2.218], [-0.090, 4.120, -2.095], [-1.542, 0.284, 1.955], [-1.942, -6.028, -0.844], [-1.296, 5.635, -3.939]],
  "homo_lumo_gap_ev": 7.3,
  "max_force_ev_per_a": 18.9,
  "total_charge": 0,
  "mol_weight_g_mol": 420.58,
  "lumo_ev": 0.0,
  "de_lowest_kcal_mol": 507.55
}

***

{
  "formula": "C29H62N3O6PS",
  "method": "wB97M-V/def2-TZVPD",
  "species": ["H", "C", "C", "H", "C", "C", "H", "H", "H", "H", "H", "H", "C", "H", "H", "H", "C", "H", "O", "H", "C", "H", "H", "H", "H", "C", "H", "H", "C", "C", "C", "H", "N", "O", "H", "C", "H", "H", "H", "H", "H", "C", "H", "H", "C", "H", "C", "H", "S", "H", "N", "C", "C", "O", "H", "C", "H", "N", "H", "H", "O", "H", "C", "H", "H", "H", "O", "H", "C", "H", "C", "C", "H", "H", "H", "C", "H", "H", "H", "P", "H", "H", "C", "C", "H", "C", "O", "C", "H", "C", "C", "H", "H", "H", "H", "H", "H", "H", "H", "H", "H", "H"],
  "xyz": [[1.537, -6.659, 1.697], [-0.602, -5.230, 3.228], [1.315, -10.822, 6.301], [2.258, -0.007, -2.613], [-0.017, 9.054, -2.867], [0.703, -1.585, -4.760], [-5.600, 6.781, -1.522], [3.820, 10.351, -1.531], [-3.989, 5.477, 1.091], [1.018, -6.007, 0.080], [-1.072, -8.609, 6.952], [2.915, -1.425, -4.389], [2.813, 9.959, -1.694], [0.325, -3.179, 0.524], [-6.114, 6.319, 0.107], [-5.303, 3.946, -0.448], [1.035, -5.774, 1.185], [2.825, 2.750, -5.491], [-2.724, 6.135, -0.421], [1.144, -2.733, -1.349], [-3.641, 5.178, 0.094], [1.670, -0.944, 1.234], [-1.304, -1.023, -4.073], [0.991, -11.629, 6.963], [2.249, -4.504, 2.632], [0.135, -9.916, 5.959], [0.587, -2.865, 2.291], [-3.760, 5.335, -2.491], [1.129, -3.106, 1.319], [0.377, -9.015, 4.731], [2.190, -1.946, 1.079], [-6.817, 5.539, -1.313], [1.661, 12.105, -1.669], [-2.190, 2.214, -2.486], [-2.323, -3.073, -0.395], [0.415, 10.140, -0.783], [1.065, 12.721, -1.120], [2.602, -2.456, -2.462], [3.597, -1.082, -0.392], [2.114, -10.293, 6.821], [1.120, 11.936, -2.516], [1.890, -4.483, 1.548], [-3.722, 7.660, 0.603], [-0.756, -0.781, -0.297], [2.003, -2.043, -1.582], [-1.155, -5.199, 1.004], [-1.581, 1.248, -2.118], [0.869, -2.561, -4.199], [-1.056, -3.928, -2.663], [2.836, -4.508, 0.919], [-0.217, -9.127, 7.146], [2.147, -1.021, -5.125], [-4.822, 4.848, -0.841], [-0.197, 1.003, -2.223], [0.161, -1.883, -5.715], [0.033, -0.447, -2.421], [2.928, -8.520, 5.981], [-4.366, 4.566, -2.207], [-0.586, -8.582, 4.439], [2.975, -2.046, 1.900], [-0.380, 10.081, -1.959], [-1.389, -5.798, 3.800], [2.236, 0.522, -5.287], [2.656, 9.939, -2.772], [0.520, 9.142, -0.339], [-3.742, 7.757, -1.191], [1.236, -7.908, 4.967], [2.794, 8.929, -1.325], [2.399, 1.738, -5.252], [0.489, -8.398, 7.248], [-0.249, -0.582, -3.992], [-1.055, -0.951, -1.385], [-0.895, 8.803, -3.464], [3.679, -2.911, -0.310], [-3.059, 4.261, 0.234], [1.549, -0.558, -1.913], [-0.938, -4.150, 3.180], [2.446, -1.466, -6.133], [-0.163, 10.736, -0.068], [-2.021, -2.537, -1.702], [-0.712, -10.568, 5.719], [3.174, -7.322, 4.717], [-3.153, 7.481, -0.314], [1.786, 10.822, -0.965], [-2.268, 8.120, -0.303], [2.617, -8.225, 4.977], [-2.102, 0.076, -1.527], [-5.890, 5.939, -0.893], [1.576, 0.046, -0.944], [2.967, -2.024, -0.302], [-0.468, -5.749, 1.725], [0.727, -9.597, 3.869], [0.322, 8.151, -2.352], [1.735, -11.279, 5.401], [-0.323, 0.447, -4.455], [0.751, 9.414, -3.554], [-0.828, -6.833, 1.714], [2.184, 11.019, 0.036], [-3.740, 3.762, -2.181], [-3.279, -2.329, -2.340], [0.408, -5.244, 3.734], [2.865, -9.007, 4.253]],
  "homo_lumo_gap_ev": 9.2,
  "max_force_ev_per_a": 2.4,
  "smiles": "C#CCCC[C@@]1(CCCCCCCCC)OC(=O)O[C@H]1[PH2]=S.COC[C@@H](C)N.COC[C@@H](C)N.COC[C@@H](C)N",
  "total_charge": 0,
  "mol_weight_g_mol": 611.87,
  "lumo_ev": 0.4
}

***

{
  "formula": "C47H45I2N3O6PPb",
  "method": "wB97M-V/def2-TZVPD",
  "species": ["H", "C", "C", "C", "H", "C", "C", "N", "C", "H", "H", "C", "C", "C", "Pb", "C", "H", "H", "C", "I", "H", "H", "H", "C", "H", "C", "H", "H", "O", "N", "H", "H", "O", "O", "C", "H", "H", "H", "C", "C", "H", "I", "C", "C", "C", "C", "C", "H", "C", "H", "H", "H", "C", "C", "H", "H", "C", "H", "H", "C", "O", "H", "H", "C", "H", "C", "H", "H", "C", "H", "C", "H", "O", "C", "H", "C", "C", "H", "H", "C", "C", "C", "C", "C", "O", "C", "H", "C", "C", "C", "C", "C", "H", "H", "C", "N", "H", "H", "P", "C", "H", "H", "H", "H", "C"],
  "xyz": [[1.610, -0.981, 3.246], [2.905, 6.345, -5.123], [5.285, -0.564, 4.442], [-4.188, -5.277, 1.290], [-3.815, -5.065, 2.307], [-4.069, -3.213, -0.203], [-5.939, -2.354, 5.250], [2.033, 5.393, -5.463], [-8.504, -0.958, -0.799], [-10.467, -1.506, -1.452], [4.901, 5.682, -1.669], [-3.614, -4.499, 0.125], [4.405, -1.401, 5.150], [-2.496, -3.038, -2.002], [2.126, 2.291, -0.353], [3.973, 5.115, -1.712], [6.343, -0.623, 4.640], [3.869, -4.644, -1.820], [2.716, 4.951, 1.561], [0.800, 5.311, 0.929], [3.038, 7.124, -5.975], [-7.883, -3.057, 4.869], [4.151, -4.486, -3.464], [-3.564, -2.526, -1.324], [0.556, 3.269, -6.071], [3.339, -1.570, -2.863], [-4.011, -1.590, -1.588], [-8.598, 0.078, -1.108], [4.867, 7.623, -2.368], [3.479, 4.500, -0.675], [5.450, 7.162, -4.379], [-2.610, -1.269, 3.183], [2.268, 2.978, -2.923], [3.160, 0.451, -1.640], [2.934, 1.057, 1.956], [-0.204, 3.903, -4.689], [5.437, -0.833, -2.475], [4.194, 8.362, -4.217], [-6.032, -0.840, 0.220], [1.813, 4.321, -4.700], [2.157, -3.366, -3.230], [5.005, -2.533, 6.830], [-6.972, -2.683, 4.390], [-8.124, -3.761, -0.324], [3.789, 4.768, 0.619], [3.613, 6.264, -3.936], [-6.817, -2.735, 3.030], [-6.047, -2.172, 6.317], [-4.425, -2.296, 3.394], [5.292, 1.159, 3.071], [1.914, -2.302, -1.267], [0.711, 2.482, -4.483], [-2.435, -4.879, -0.532], [-7.153, -2.806, 0.010], [-5.503, -0.349, -0.590], [4.704, 4.922, 4.333], [4.541, 7.431, -3.725], [-7.661, -3.040, 2.400], [-3.914, -6.332, 1.236], [0.733, 3.408, -5.003], [3.884, 1.665, 1.308], [-2.062, -2.497, -2.795], [-5.316, -5.210, 1.262], [-9.293, -3.286, -0.907], [5.360, -2.920, -1.105], [-9.525, -1.910, -1.050], [-7.920, -4.794, -0.108], [-1.204, -4.686, -2.311], [4.866, -1.671, -2.851], [2.438, -2.261, 5.342], [2.598, -0.806, 3.631], [6.209, -3.367, -2.649], [1.943, -1.329, -0.911], [-1.952, -4.264, -1.662], [5.927, 4.431, 0.352], [4.065, -3.886, -2.567], [3.332, 5.187, -3.056], [5.131, 8.601, -2.285], [-3.828, -2.020, 5.421], [-7.352, -1.429, -0.228], [5.492, 4.924, 2.401], [3.111, 4.966, 2.912], [-3.051, -2.186, 2.790], [4.483, 4.989, 3.292], [1.656, 1.072, 1.759], [3.052, -1.538, 4.762], [2.383, 5.032, 3.693], [-4.658, -2.204, 4.740], [4.740, 0.327, 3.557], [-5.530, -2.568, 2.468], [3.353, 0.275, 3.178], [2.810, -0.735, -1.736], [-10.030, -3.977, -1.334], [-2.057, -5.895, -0.283], [5.259, -3.000, -2.218], [2.909, -3.009, -2.619], [6.547, 5.036, 2.663], [-2.925, -2.045, 1.733], [-5.463, -2.545, 0.627], [5.149, 4.719, 1.064], [-5.939, -0.271, 1.211], [5.201, -1.702, -3.914], [-2.400, -3.007, 3.081], [3.028, -1.098, -3.839], [2.516, 4.088, -3.473]],
  "homo_lumo_gap_ev": 4.8,
  "max_force_ev_per_a": 3.9,
  "total_charge": 1,
  "mol_weight_g_mol": 1239.87,
  "lumo_ev": -3.2,
  "de_lowest_kcal_mol": 0.00
}